# 1
# C56H40CaCl3GeN10O3S5

A molecular structure, C56H40CaCl3GeN10O3S5 in a non-equilibrium geometry (the ωB97M-V functional and the def2-TZVPD basis, the Open Molecules 2025 dataset).

Element x y z (Å)
1 Ca 0.8309 2.5794 -1.5676
2 O -5.8391 3.1247 0.4549
3 C -4.8739 3.8296 0.8246
4 O -4.7461 4.5951 1.8028
5 C -3.6260 3.7500 -0.0707
6 C -2.6369 4.7336 -0.0507
7 C -1.4452 4.4984 -0.7063
8 N -1.2370 3.3499 -1.3681
9 C -2.1597 2.3962 -1.3848
10 C -3.3882 2.5857 -0.7743
11 C -1.6733 0.9938 -1.8301
12 C -2.8980 0.1559 -2.3950
13 C -1.8514 -1.6703 -2.8469
14 C -0.3821 -1.3957 -2.7826
15 C 0.1386 -0.1410 -2.8381
16 N -0.4608 1.0486 -2.5984
17 C -0.2293 5.3824 -0.6073
18 C -0.1381 6.3731 0.3584
19 C 1.0346 7.0986 0.4669
20 C 2.0808 6.8347 -0.4005
21 C 1.9113 5.8311 -1.3323
22 N 0.7961 5.1005 -1.4373
23 H -2.8186 5.6290 0.5289
24 H -4.1734 1.8413 -0.7545
25 H -3.8249 0.7189 -2.3755
26 H -2.0478 -2.7012 -3.1336
27 H 0.2797 -2.2342 -2.9663
28 H 1.1890 -0.0542 -3.1186
29 H -0.9675 6.5601 1.0260
30 H 1.1320 7.8606 1.2304
31 H 3.0153 7.3767 -0.3488
32 H 2.7059 5.5968 -2.0308
33 S 3.1424 2.8744 -3.3058
34 C 3.5740 1.3138 -3.8972
35 S 4.9192 0.6410 -3.0307
36 C 2.9479 0.6480 -4.9087
37 C 1.8314 1.2161 -5.6184
38 N 0.9356 1.6609 -6.1879
39 C 3.3383 -0.7034 -5.2166
40 N 3.6272 -1.8021 -5.4096
41 N 1.7124 0.8192 0.1437
42 S 2.0934 -0.3831 1.0181
43 N 0.8099 -1.2257 1.6570
44 S -0.2262 -2.2702 1.3290
45 N -1.4880 -2.0502 0.5125
46 S -2.1572 -0.7502 -0.1178
47 N -1.2649 0.3823 -0.4741
48 C -3.3353 -0.2188 1.0782
49 C -2.7263 0.5385 2.0805
50 C -3.5314 1.2455 2.9517
51 C -4.9150 1.2155 2.8063
52 C -5.5003 0.4619 1.8022
53 C -4.7142 -0.2708 0.9208
54 C -2.8775 -1.2102 -1.6800
55 C -4.0808 -2.1053 -1.6182
56 C -4.8821 -2.3517 -2.6516
57 C -4.7886 -1.7637 -3.9995
58 C -3.7946 -1.0050 -4.4615
59 C -2.5620 -0.5784 -3.7112
60 C -0.8166 -2.7543 2.9282
61 C -2.1757 -2.9680 3.0782
62 C -2.6723 -3.2328 4.3478
63 C -1.8123 -3.2822 5.4313
64 C -0.4484 -3.0679 5.2626
65 C 0.0608 -2.7908 4.0043
66 C 0.5011 -3.7028 0.5949
67 C 0.0478 -4.1281 -0.6437
68 C 0.6681 -5.2185 -1.2366
69 C 1.7056 -5.8669 -0.5851
70 C 2.1357 -5.4359 0.6654
71 C 1.5363 -4.3420 1.2654
72 C 2.8292 0.1194 2.5420
73 C 4.1738 0.4674 2.4975
74 C 4.7468 1.0419 3.6206
75 C 3.9722 1.2901 4.7459
76 C 2.6209 0.9684 4.7588
77 C 2.0317 0.3822 3.6498
78 C 3.1337 -1.4656 0.1757
79 C 4.0984 -2.1778 0.8915
80 C 4.8721 -3.0990 0.2102
81 C 4.6544 -3.3367 -1.1414
82 C 3.6644 -2.6484 -1.8246
83 C 2.8926 -1.7008 -1.1680
84 H -1.6433 0.6381 2.1183
85 H -3.0789 1.8786 3.7037
86 H -5.5342 1.8365 3.4410
87 H -6.5720 0.4945 1.6579
88 H -5.1762 -0.7941 0.0982
89 H -4.2377 -2.6605 -0.6983
90 H -5.6941 -3.0517 -2.4904
91 H -5.6115 -1.9856 -4.6688
92 H -3.8798 -0.6332 -5.4774
93 H -1.8723 -0.0395 -4.3548
94 H -2.8344 -2.9134 2.2236
95 H -3.7346 -3.3894 4.4828
96 H -2.2069 -3.4765 6.4211
97 H 0.2190 -3.0954 6.1144
98 H 1.1133 -2.5705 3.8720
99 H -0.7660 -3.6112 -1.1299
100 H 0.3361 -5.5581 -2.2096
101 H 2.1860 -6.7177 -1.0536
102 H 2.9449 -5.9476 1.1712
103 H 1.8742 -3.9969 2.2356
104 H 4.7589 0.3360 1.5930
105 H 5.7938 1.3167 3.5991
106 H 4.4195 1.7638 5.6110
107 H 2.0146 1.1907 5.6279
108 H 0.9780 0.1485 3.6334
109 H 4.2541 -2.0081 1.9477
110 H 5.6477 -3.6359 0.7417
111 H 5.2565 -4.0698 -1.6640
112 H 3.4999 -2.8239 -2.8807
113 H 2.1107 -1.1629 -1.6765
114 O 0.7132 2.7740 0.5563
115 N 0.9774 1.6125 1.0676
116 Cl 3.8206 3.2384 -0.0755
117 Ge 5.0038 2.4545 -1.7320
118 Cl 6.4615 1.3859 -0.4279
119 Cl 6.2541 4.0464 -2.4341

Force components x, y, z for each atom (eV/Å):
Ca 1.9 0.2 -1.1
O 0.4 0.0 0.3
C -0.5 0.5 -0.1
O 0.0 -0.4 -0.2
C 0.3 0.0 0.1
C -0.1 0.1 0.1
C 0.2 -0.1 -0.1
N -0.9 0.2 0.0
C 0.2 -0.1 -0.1
C -0.2 -0.1 -0.1
C 0.1 0.0 0.0
C 0.1 -0.1 -0.2
C 0.0 0.2 0.0
C -0.1 -0.2 0.1
C -0.3 0.3 0.0
N -0.9 -0.5 -0.2
C -0.2 -0.3 -0.3
C 0.0 0.1 0.0
C 0.0 0.1 0.1
C 0.0 0.1 0.1
C -0.2 -0.2 -0.1
N -0.1 0.2 0.3
H 0.0 -0.1 0.0
H 0.0 0.0 0.0
H 0.0 0.0 0.0
H 0.0 0.0 0.0
H 0.0 0.0 0.0
H 0.0 0.0 0.0
H 0.0 0.0 0.0
H 0.0 0.0 0.0
H 0.0 0.0 0.0
H 0.0 -0.1 0.0
S 0.0 0.3 -0.2
C -0.1 0.0 -0.1
S 0.1 -0.5 -0.1
C -0.1 -0.2 -0.2
C 0.3 -0.2 0.1
N 0.1 0.0 0.1
C -0.2 0.2 0.0
N 0.0 0.1 0.1
N 0.6 -0.8 -0.1
S -1.1 0.3 -0.2
N 0.7 0.5 0.3
S 0.1 -0.6 0.3
N -0.3 0.0 -0.7
S -0.3 -0.1 -0.2
N 0.3 0.4 -0.3
C -0.1 0.0 0.1
C -0.1 0.0 0.0
C -0.1 0.0 0.1
C 0.0 0.0 0.0
C 0.0 0.0 0.0
C 0.1 0.1 0.1
C -0.2 -0.1 0.2
C 0.4 0.1 0.0
C -0.1 0.1 -0.4
C -0.1 -0.1 0.3
C 0.2 0.1 0.0
C -0.1 -0.1 0.0
C 0.1 0.2 0.0
C -0.1 -0.1 0.1
C 0.0 0.0 -0.1
C 0.0 0.0 0.1
C 0.1 0.0 0.0
C 0.0 0.0 0.1
C 0.0 0.0 -0.1
C 0.1 -0.1 0.0
C 0.0 0.0 0.0
C 0.0 0.0 0.0
C 0.0 0.0 0.0
C 0.1 0.0 0.0
C 0.0 0.0 0.2
C 0.0 0.1 -0.1
C 0.0 0.0 0.0
C 0.0 0.0 0.0
C 0.0 -0.1 0.0
C 0.2 -0.1 0.1
C 0.3 -0.4 0.1
C 0.0 0.0 -0.1
C 0.0 0.0 0.1
C 0.0 0.0 0.0
C -0.1 0.1 -0.1
C 0.1 -0.1 -0.1
H -0.1 0.0 0.0
H 0.0 0.0 0.0
H 0.0 0.0 -0.1
H 0.1 0.0 0.0
H 0.0 0.0 0.0
H 0.0 0.1 0.0
H 0.0 0.0 0.0
H 0.0 0.0 0.0
H 0.0 0.0 0.0
H 0.0 0.0 0.0
H 0.0 0.0 0.0
H 0.0 0.0 0.0
H 0.0 0.0 0.0
H 0.0 0.0 0.0
H -0.1 0.0 0.0
H 0.0 0.0 0.0
H 0.0 0.0 0.0
H 0.0 0.0 0.0
H 0.0 0.0 0.0
H 0.0 0.0 -0.1
H 0.0 0.0 0.1
H 0.0 0.0 0.0
H 0.0 0.0 0.0
H 0.0 0.0 0.0
H 0.0 0.0 0.0
H 0.0 0.0 0.0
H 0.0 0.0 0.0
H 0.0 0.0 0.0
H 0.0 0.0 0.0
H -0.1 0.1 -0.1
O 0.3 -0.7 1.3
N -0.7 1.3 0.7
Cl 0.0 -0.1 -0.1
Ge 0.0 0.3 0.1
Cl 0.2 -0.1 0.2
Cl 0.1 0.1 -0.1

Output
Lowest unoccupied orbital energy (spin up / spin down) = -1.2 / -1.2 eV
Gap between HOMO and LUMO (spin up / spin down) = 5.51 / 6.17 eV
Energy = -9057.09345 hartree
Relative energy (zero: lowest compared OMol25 entry of this formula, charge and spin) = 0.559 eV
M = 1280.38 g mol⁻¹
HOMO (spin up / spin down) = -6.694 / -7.400 eV
2S+1 = 2

Mulliken atomic charge list, values in e, 8 entries: 1.215 -0.736 0.351 -0.783 -0.530 -0.383 0.166 -0.414

# 2
# C56H42Cl5N21O2SSiY

A molecular structure, C56H42Cl5N21O2SSiY in a non-equilibrium geometry (the ωB97M-V functional and the def2-TZVPD basis, the Open Molecules 2025 dataset).

Element x y z (Å)
1 Y 1.1622 -0.7878 -0.8285
2 S 7.9177 0.8838 3.8184
3 N 7.4162 1.6405 2.4831
4 C 6.4096 0.9353 2.0124
5 C 5.6317 1.2412 0.8266
6 C 5.9637 2.2597 -0.0678
7 C 5.1464 2.4747 -1.1500
8 C 3.9923 1.7029 -1.2747
9 N 3.6833 0.7194 -0.4553
10 C 4.5080 0.4562 0.5567
11 C 4.2453 -0.7765 1.3177
12 N 3.2710 -1.5834 0.8698
13 C 3.1338 -2.7791 1.4302
14 C 3.8981 -3.2164 2.5081
15 C 4.8564 -2.3730 3.0148
16 C 5.0540 -1.1354 2.4005
17 C 6.1087 -0.2203 2.8007
18 N 6.8897 -0.3611 3.8497
19 H 6.8595 2.8435 0.1042
20 H 5.3683 3.2380 -1.8857
21 H 3.2855 1.8836 -2.0670
22 H 2.3790 -3.4169 0.9913
23 H 3.7300 -4.1996 2.9281
24 H 5.4849 -2.6466 3.8533
25 C -1.6581 -6.7108 0.0164
26 N -0.7669 -5.6334 0.4514
27 C -0.4537 -4.5161 -0.2183
28 N 0.1866 -3.6754 0.5689
29 C 0.2157 -4.3522 1.7545
30 N -0.3363 -5.5470 1.7300
31 C -3.0781 -6.1811 -0.0749
32 C -3.8159 -6.1452 -1.2501
33 C -5.0436 -5.4877 -1.2766
34 C -5.5116 -4.8152 -0.1581
35 C -4.7767 -4.8609 1.0210
36 C -3.5858 -5.5728 1.0609
37 C -5.0116 -4.0203 2.2018
38 N -4.6204 -4.2816 3.4047
39 N -4.5951 -3.0684 4.0807
40 C -4.9767 -2.1726 3.2337
41 O -5.3288 -2.7171 2.0476
42 C -4.7533 -0.7234 3.3403
43 C -5.7066 0.2484 3.0616
44 C -5.3491 1.5860 3.1222
45 C -4.0380 1.9545 3.4028
46 C -3.0748 0.9873 3.6432
47 C -1.6362 1.3573 3.9362
48 N -0.6613 0.5726 3.1820
49 C -0.4818 0.4836 1.8622
50 N 0.5319 -0.3309 1.6052
51 C 0.9361 -0.7156 2.8500
52 N 0.2555 -0.1870 3.8370
53 C -3.4468 -0.3497 3.6385
54 H -1.5867 -7.4841 0.7753
55 H -1.3074 -7.1062 -0.9338
56 H -0.7161 -4.3749 -1.2560
57 H 0.6560 -3.9505 2.6578
58 H -3.4211 -6.5988 -2.1538
59 H -5.6124 -5.4578 -2.1971
60 H -6.4254 -4.2352 -0.2087
61 H -3.0146 -5.5747 1.9819
62 H -6.7223 -0.0400 2.8118
63 H -6.0926 2.3513 2.9352
64 H -3.7638 3.0037 3.4203
65 H -1.4115 1.1564 4.9800
66 H -1.4636 2.4142 3.7463
67 H -1.0814 1.0115 1.1401
68 H 1.7561 -1.3956 3.0311
69 H -2.7165 -1.1224 3.8511
70 Cl 0.0137 0.5620 -3.4277
71 C 1.6605 0.1718 -3.8413
72 C 2.4099 -0.4222 -2.8376
73 C 3.6715 -0.8544 -3.2558
74 Cl 4.6842 -1.7302 -2.1366
75 C 4.1691 -0.6531 -4.5404
76 Cl 5.7434 -1.2154 -4.9788
77 C 3.3865 0.0115 -5.4834
78 Cl 3.9816 0.2880 -7.0800
79 C 2.1064 0.4229 -5.1341
80 Cl 1.1008 1.2349 -6.2788
81 N -1.4005 -2.2464 -2.9609
82 C -0.1507 -2.8346 -3.0731
83 N 0.1578 -3.7237 -3.9956
84 N 1.4357 -4.0727 -3.7109
85 N 1.8582 -3.4295 -2.6795
86 N 0.8628 -2.6160 -2.2304
87 C -1.8736 -1.8690 -1.7173
88 N -3.1109 -2.0949 -1.3189
89 N -3.1468 -1.6050 -0.0624
90 N -1.9994 -1.1331 0.2707
91 N -1.1422 -1.2611 -0.7770
92 H -2.0982 -2.6385 -3.5700
93 C 2.4992 4.2028 0.2980
94 C 1.0018 4.1830 0.6276
95 C 0.8376 3.6384 2.0515
96 C 0.4970 5.6351 0.5878
97 Si 0.1639 3.0094 -0.6450
98 O 0.8268 1.5591 -0.6436
99 C 0.2764 3.9509 -2.3045
100 C 1.2633 3.6685 -3.2526
101 C 1.3516 4.3576 -4.4567
102 C 0.4444 5.3705 -4.7396
103 C -0.5516 5.6712 -3.8190
104 C -0.6351 4.9647 -2.6248
105 C -1.7309 2.9357 -0.4058
106 C -2.5280 3.8831 0.2509
107 C -3.9172 3.8269 0.2051
108 C -4.5520 2.7954 -0.4741
109 C -3.7888 1.8148 -1.0945
110 C -2.4032 1.8965 -1.0653
111 H 3.0509 4.7929 1.0430
112 H 2.6891 4.6358 -0.6920
113 H 2.9011 3.1864 0.3096
114 H 1.3584 4.2808 2.7750
115 H 1.2458 2.6237 2.1370
116 H -0.2219 3.6067 2.3376
117 H 1.1203 6.2619 1.2406
118 H -0.5323 5.7277 0.9412
119 H 0.5427 6.0508 -0.4234
120 H 1.9613 2.8674 -3.0588
121 H 2.1214 4.1019 -5.1763
122 H 0.5036 5.9107 -5.6775
123 H -1.2694 6.4554 -4.0354
124 H -1.4404 5.1957 -1.9330
125 H -2.0625 4.6963 0.7965
126 H -4.5047 4.5864 0.7106
127 H -5.6348 2.7518 -0.5109
128 H -4.2704 0.9838 -1.5973
129 H -1.8233 1.1238 -1.5547

Force components x, y, z for each atom (eV/Å):
Y 0.6 1.8 1.5
S 0.3 0.1 0.3
N 0.1 0.0 0.1
C -0.3 -0.3 -0.1
C 0.0 0.0 0.1
C 0.0 0.0 0.1
C 0.1 0.1 -0.1
C 0.0 0.0 0.0
N -0.2 -0.2 0.1
C 0.0 0.0 0.0
C -0.1 -0.1 0.0
N -0.3 -0.2 -0.2
C 0.0 0.0 -0.2
C 0.0 -0.1 0.1
C 0.1 0.1 0.0
C 0.0 -0.1 0.0
C -0.2 0.1 -0.4
N 0.1 0.0 0.0
H 0.0 0.0 0.0
H 0.0 0.0 0.1
H -0.1 0.0 -0.1
H 0.0 0.0 0.0
H 0.0 0.0 0.0
H 0.0 0.0 0.0
C -0.2 0.2 0.0
N 0.0 -0.2 -0.2
C -0.1 -0.1 0.0
N 0.1 -0.2 0.4
C 0.0 0.0 -0.1
N -0.1 0.3 -0.1
C 0.1 0.0 0.0
C 0.0 0.0 0.0
C 0.0 0.0 0.0
C -0.1 0.0 0.0
C 0.0 0.1 0.0
C 0.0 0.0 0.1
C 0.1 0.0 0.4
N -0.1 0.1 0.0
N 0.0 0.0 -0.1
C 0.1 -0.3 0.2
O 0.1 0.3 -0.5
C 0.1 0.0 -0.1
C -0.1 0.0 0.0
C 0.0 0.0 0.0
C 0.0 0.0 0.0
C 0.1 -0.1 0.0
C -0.1 -0.1 -0.1
N -0.1 0.1 0.1
C 0.1 0.0 0.2
N 0.2 0.0 0.4
C 0.1 0.0 -0.1
N -0.1 -0.1 -0.2
C 0.0 -0.1 0.0
H 0.1 -0.1 0.0
H 0.0 0.0 -0.1
H 0.1 0.0 0.1
H 0.0 -0.1 -0.1
H 0.0 0.0 0.0
H 0.0 0.0 0.0
H 0.1 0.0 0.0
H 0.0 0.0 -0.1
H 0.1 0.0 0.0
H 0.0 0.0 0.0
H 0.0 0.0 -0.1
H 0.1 0.0 0.1
H 0.0 0.1 0.0
H 0.0 0.0 0.0
H -0.1 0.1 0.0
H 0.0 0.0 -0.1
Cl -0.3 0.0 -0.2
C 0.2 -0.1 0.1
C 0.8 -0.1 -1.2
C -0.3 0.2 0.0
Cl 0.0 0.0 0.1
C 0.1 0.0 0.0
Cl 0.0 0.0 -0.1
C 0.0 0.0 0.0
Cl 0.0 0.0 0.0
C -0.1 0.1 -0.1
Cl 0.0 -0.1 0.0
N 0.1 0.0 0.0
C 0.2 -0.1 0.1
N 0.1 -0.1 -0.1
N -0.1 0.2 0.2
N -0.2 0.0 0.0
N -0.2 -0.4 -0.5
C 0.0 0.1 0.1
N -0.2 0.0 0.1
N 0.0 0.0 0.0
N -0.1 0.0 -0.1
N -0.6 -0.2 -0.2
H -0.1 -0.1 0.0
C 0.0 -0.2 0.0
C 0.0 0.1 0.1
C -0.1 -0.1 0.0
C 0.0 -0.1 -0.1
Si -0.2 0.3 -0.2
O 0.0 -0.8 -0.1
C 0.1 -0.1 -0.1
C -0.1 0.1 0.0
C 0.0 0.1 0.1
C 0.0 -0.1 0.0
C 0.0 0.0 0.0
C 0.0 -0.1 0.0
C -0.1 -0.1 0.1
C 0.1 0.0 0.0
C 0.0 -0.1 0.1
C 0.1 0.0 0.0
C -0.1 0.0 0.0
C 0.0 0.1 0.1
H 0.0 0.0 -0.1
H 0.0 0.0 0.1
H 0.0 0.1 0.1
H 0.0 0.0 0.0
H 0.0 0.1 0.0
H 0.1 0.0 0.0
H 0.0 0.0 0.0
H 0.1 0.1 0.0
H 0.0 0.0 0.1
H 0.1 -0.1 0.0
H 0.0 0.0 0.0
H 0.0 0.0 0.0
H 0.0 0.0 0.0
H 0.0 0.0 0.0
H -0.1 -0.1 0.0
H 0.0 0.0 0.0
H 0.0 0.0 0.0
H 0.0 0.0 0.0
H 0.0 0.0 0.0

Output
Lowest unoccupied orbital energy = 0.9 eV
Gap between HOMO and LUMO = 6.71 eV
Energy = -6486.90943 hartree
Total charge = -1
Relative energy (zero: lowest compared OMol25 entry of this formula, charge and spin) = 1.686 eV
M = 1367.42 g mol⁻¹
HOMO = -5.817 eV

Mulliken atomic charge list, values in e, 8 entries: -0.963 0.086 -0.677 0.781 0.737 -1.037 -0.892 -0.394